No. 1
16
Properties=species:S:1:pos:R:3:forces:R:3:mulliken_charge:R:1 method="wB97M-V/def2-TZVPD" spin_multiplicity=1 e_above_lowest_kj_mol=156.60 lumo_ev=0.8 largest_force_ev_per_a=3.51 homo_ha=-0.3374
C -0.69369 -1.67327 1.97088 -1.31 1.82 -2.02 -1.003
C -0.21345 -1.49684 0.57638 -0.60 0.97 -2.03 0.819
O -0.77057 -1.97284 -0.40155 0.97 0.46 0.92 -0.602
O 0.79251 -0.59737 0.53043 0.73 -0.19 -0.02 -0.314
C 1.22463 0.03256 -0.70191 -3.30 0.93 -0.73 -0.574
C 0.87707 1.51938 -0.61914 0.54 0.17 -0.67 -0.283
C -0.26709 2.09800 -1.03805 1.47 0.96 1.27 -0.039
O -1.40757 1.51325 -1.40436 -1.25 0.03 -0.69 -0.514
H -0.12554 -1.08349 2.60919 0.87 1.13 1.24 0.328
H -0.47095 -2.65903 2.14278 -0.61 -2.66 1.05 0.313
H -1.74441 -1.28128 1.89437 0.78 -1.13 0.65 0.268
H 0.60611 -0.36580 -1.54428 0.68 -0.20 0.64 0.328
H 2.24980 -0.11869 -0.91417 1.00 -0.41 0.24 0.357
H 1.68502 2.21051 -0.34682 -0.44 -0.31 0.02 0.295
H -0.33736 3.23739 -0.92490 -0.22 -1.87 -0.38 0.285
H -1.40450 0.63752 -1.82884 0.70 0.30 0.53 0.338

No. 2
16
Properties=species:S:1:pos:R:3:forces:R:3:mulliken_charge:R:1 method="wB97M-V/def2-TZVPD" spin_multiplicity=1 e_above_lowest_kj_mol=281.04 lumo_ev=0.8 largest_force_ev_per_a=1.93 smiles="CC(=O)O.C#COC" homo_ha=-0.3494
C -2.22597 -0.90473 0.18544 0.51 -0.83 -0.89 -0.756
C -1.54586 0.41803 0.13397 1.59 -0.12 0.41 0.669
O -1.14256 1.04989 1.08320 -0.52 0.09 -0.13 -0.603
O -1.18792 0.72990 -1.12341 -0.43 0.14 -0.52 -0.434
H -1.48216 -1.65390 -0.28550 -1.38 1.14 0.72 0.128
H -2.46145 -1.17559 1.20246 0.09 -0.04 0.24 0.295
H -3.15081 -0.85254 -0.39063 0.12 -0.26 -0.16 0.301
H -0.58635 1.49125 -1.13601 -0.19 -0.10 0.28 0.354
C 1.07379 -1.83569 -0.39893 0.64 1.14 -0.19 -0.596
C 1.43386 -0.70355 -0.61027 -0.12 -0.57 0.35 0.347
O 1.77471 0.53191 -0.80831 -0.25 -0.18 -0.52 -0.419
C 2.05293 1.28938 0.37136 0.16 0.39 0.72 -0.586
H 1.07106 -2.86417 -0.19485 -0.24 -0.60 0.04 0.476
H 2.93986 0.89473 0.87721 -0.08 0.04 -0.16 0.333
H 1.20280 1.27390 1.06172 0.09 -0.05 -0.23 0.280
H 2.23405 2.31116 0.03255 0.03 -0.19 0.05 0.209

No. 3
16
Properties=species:S:1:pos:R:3:forces:R:3:mulliken_charge:R:1 method="wB97M-V/def2-TZVPD" spin_multiplicity=1 e_above_lowest_kj_mol=276.45 lumo_ev=0.5 largest_force_ev_per_a=4.40 smiles="C/C(O)=C(/O)CC=O" homo_ha=-0.2848
C 1.14371 1.14360 -0.96847 -0.44 0.35 0.17 -1.329
C 0.17888 0.00432 -0.90900 1.20 -1.80 -0.15 0.555
O -0.28820 -0.34794 -2.15068 0.00 0.07 0.11 -0.568
C 0.10636 -0.90128 0.13829 -0.56 0.68 -1.96 0.617
O -0.64263 -2.02277 -0.12141 0.02 -0.13 0.08 -0.511
C 0.12234 -0.40766 1.50886 -1.63 2.22 -0.71 -1.061
C -1.06709 0.73065 0.93089 1.28 -1.50 3.93 0.149
O -0.90939 1.91202 1.08186 0.03 -0.04 -0.86 -0.510
H 0.60858 2.08643 -0.85331 0.02 0.18 -0.04 0.307
H 1.89954 1.10371 -0.18739 -0.08 -0.10 0.06 0.288
H 1.64368 1.14302 -1.93587 -0.06 -0.10 -0.01 0.413
H -0.79569 -1.16703 -2.08248 -0.02 0.05 0.09 0.337
H -0.74412 -2.54346 0.68364 0.03 0.08 -0.11 0.322
H -0.22228 -1.11557 2.25761 0.07 0.12 0.06 0.403
H 0.98589 0.19033 1.77468 0.08 -0.17 0.25 0.241
H -2.01959 0.19164 0.83279 0.06 0.10 -0.92 0.344

No. 4
16
Properties=species:S:1:pos:R:3:forces:R:3:mulliken_charge:R:1 method="wB97M-V/def2-TZVPD" spin_multiplicity=1 e_above_lowest_kj_mol=124.48 lumo_ev=0.6 largest_force_ev_per_a=0.84 smiles="C=C=C(C)C(=O)O.O" homo_ha=-0.3648
C 1.96208 1.15324 -0.22945 0.38 0.09 0.02 -0.829
C 0.73916 0.76935 -0.34724 -0.49 -0.23 0.10 0.109
C -0.50364 0.36668 -0.47236 0.03 0.21 -0.34 0.625
C -1.32131 0.61992 -1.70695 0.01 0.06 -0.06 -1.305
C -1.13613 -0.35180 0.64234 0.29 -0.31 0.73 0.667
O -0.57669 -0.71474 1.65445 -0.06 0.03 0.03 -0.716
O -2.43749 -0.59785 0.43825 -0.38 0.07 -0.29 -0.431
H 2.77914 0.50260 -0.49586 0.07 -0.21 -0.05 0.245
H 2.22551 2.11862 0.17006 -0.09 0.22 0.08 0.260
H -1.76758 -0.30902 -2.05456 -0.05 0.00 -0.10 0.316
H -0.69861 1.03930 -2.49209 -0.01 0.02 -0.04 0.387
H -2.12737 1.31606 -1.47901 -0.08 0.01 -0.09 0.286
H -2.80505 -1.08107 1.19490 0.32 0.09 0.00 0.349
O 2.18562 -1.44421 1.54018 0.23 0.03 -0.08 -0.642
H 1.29040 -1.09101 1.65462 -0.07 -0.07 0.05 0.397
H 2.19196 -2.29606 1.98273 -0.07 0.00 0.04 0.283